A structure of composition C26H18BF4IN4O4SV at a distorted geometry, computed with the ωB97M-V functional and the def2-TZVPD basis.

The relative energy (zero: lowest compared OMol25 entry of this formula, charge and spin) comes out at 0.0 kcal per mole. Its HOMO-LUMO gap (spin up / spin down) is 6.73 / 7.39 eV. The calculation puts the HOMO energy (spin up / spin down) at -7.9 / -7.9 eV. The value obtained for the strongest force on any atom is 1.47 eV/Å. The total energy is -3586.12277 Ha. The expectation value of S² is 0.83. For the LUMO energy (spin up / spin down), the calculation gives -1.20 / -0.55 eV. Its spin multiplicity is 2.

Atoms and positions in Å:
V 0.37723 -0.52719 0.51533
O 3.11199 -2.96383 2.28693
C 2.39631 -2.05861 1.94891
O 1.35004 -2.13799 1.16940
C 2.56582 -0.64920 2.46088
C 3.53710 -0.13069 3.30123
C 3.41473 1.19513 3.68942
C 2.32597 1.95644 3.26939
C 1.40636 1.35505 2.43439
N 1.56227 0.09623 2.04880
C 0.09037 1.89024 1.93832
O -0.32110 2.99880 2.17877
O -0.56048 0.96027 1.26522
H 4.35158 -0.76130 3.62746
H 4.15968 1.63741 4.33557
H 2.18150 2.97862 3.58166
I -1.65908 -1.92649 2.10205
C -1.38170 -3.58829 0.86234
C -1.91300 -4.78291 1.24730
C -1.77110 -5.89746 0.39623
C -1.12260 -5.76220 -0.79451
C -0.57105 -4.52293 -1.19655
C 0.09217 -4.39396 -2.44259
C 0.60395 -3.19569 -2.82570
C 0.50004 -2.06568 -1.97946
C -0.10335 -2.15469 -0.75679
C -0.67792 -3.39148 -0.34854
H -2.43916 -4.87906 2.18514
H -2.18377 -6.85046 0.69588
H -1.01602 -6.60908 -1.45842
H 0.18382 -5.26567 -3.07508
H 1.11031 -3.09237 -3.77487
H 0.93794 -1.13424 -2.32169
C -4.18332 0.22800 0.12513
N -3.43733 1.45229 -0.10169
C -3.85585 2.71093 0.25669
C -2.89830 3.57075 -0.14392
N -1.90534 2.82486 -0.74222
C -2.23129 1.51024 -0.69717
S -1.42925 0.13209 -1.32666
C -0.76185 3.42614 -1.34852
C -0.95158 4.56025 -2.12727
C 0.17436 5.14527 -2.67677
C 1.41339 4.56672 -2.44549
C 1.47392 3.42247 -1.66567
N 0.40055 2.86558 -1.11249
H -5.14309 0.49802 0.56019
H -3.63315 -0.42314 0.80195
H -4.33200 -0.29335 -0.81840
H -4.78506 2.88062 0.76268
H -2.81004 4.63065 -0.01823
H -1.93983 4.95049 -2.31927
H 0.07913 6.02678 -3.29508
H 2.31543 4.98332 -2.86456
H 2.41634 2.93279 -1.47027
F 1.67322 0.34469 -0.60510
B 3.22638 0.19090 -0.80233
F 3.48229 -1.08226 -0.45011
F 3.71322 1.12426 0.06855
F 3.39022 0.49389 -2.11037

A structure of composition C52H57InN11 at a distorted geometry, computed with the ωB97M-V functional and the def2-TZVPD basis.

The relative energy (zero: lowest compared OMol25 entry of this formula, charge and spin) comes out at 36.6 kcal per mole. Its HOMO-LUMO gap is 6.06 eV. The calculation puts the HOMO energy at -4.2 eV. As for the net charge: -1. The value obtained for the strongest force on any atom is 4.58 eV/Å. The total energy is -2807.94423 Ha. For the LUMO energy, the calculation gives 1.85 eV. Its spin multiplicity is 1.

Atoms and positions in Å:
N 4.12305 0.60607 1.49265
C 3.48690 1.39516 2.42125
C 2.50806 2.60874 1.81928
In 0.39443 1.68032 1.89098
H 3.86390 0.93785 0.53441
H 3.57161 1.30359 3.58807
H 2.56832 3.55093 2.54588
H 2.82483 2.91916 0.72808
H -0.05066 1.55699 3.65761
H -0.81138 2.64500 0.97220
H 0.62314 -0.00922 1.22240
N -0.27290 2.23128 -2.12612
C 0.83709 2.01108 -2.86422
C 1.02239 2.50812 -4.14436
C 0.00707 3.27508 -4.70597
C -1.14902 3.51773 -3.97133
C -1.24057 2.98087 -2.69724
H 1.59907 1.40437 -2.38367
H 1.93593 2.30186 -4.69040
H 0.11575 3.68061 -5.70767
H -1.95866 4.11107 -4.38084
H -2.12135 3.14510 -2.08278
N -1.39337 1.15383 5.70672
C -2.71499 1.14756 5.42630
C -3.55223 0.07377 5.68354
C -3.00228 -1.06624 6.26011
C -1.64385 -1.09085 6.55876
C -0.88843 0.03366 6.26769
H -3.09608 2.05866 4.97429
H -4.60733 0.12492 5.43985
H -3.62696 -1.92831 6.47521
H -1.18486 -1.96427 7.00790
H 0.17551 0.06477 6.48537
N 4.25078 -3.73120 -0.35547
C 5.13287 -4.55996 -0.95583
C 6.38224 -4.16187 -1.40386
C 6.75067 -2.83196 -1.23038
C 5.86307 -1.95374 -0.61718
C 4.63726 -2.44640 -0.19933
H 4.79790 -5.58668 -1.07119
H 7.05157 -4.87138 -1.87699
H 7.72144 -2.48270 -1.56990
H 6.12002 -0.91119 -0.46775
H 3.91149 -1.80123 0.28781
N -1.09731 6.87145 -4.89685
C -0.32541 6.67046 -3.80638
C 0.87383 7.32661 -3.57959
C 1.31272 8.24274 -4.52963
C 0.54067 8.47002 -5.66427
C -0.64612 7.76802 -5.80076
H -0.70891 5.94388 -3.09598
H 1.45180 7.12783 -2.68423
H 2.24844 8.77543 -4.38706
H 0.85527 9.17716 -6.42338
H -1.28564 7.91310 -6.66694
N -3.35430 2.81599 -6.29116
C -3.50586 1.47940 -6.41736
C -4.73140 0.85550 -6.58749
C -5.87360 1.64815 -6.62710
C -5.75008 3.02772 -6.49799
C -4.48102 3.55964 -6.33529
H -2.58567 0.90385 -6.37675
H -4.79384 -0.22228 -6.68625
H -6.85190 1.19481 -6.75772
H -6.62088 3.67291 -6.52415
H -4.33213 4.63101 -6.23381
N 2.94740 1.25479 6.60617
C 4.16933 0.96523 7.10457
C 4.64258 1.44846 8.31398
C 3.81558 2.28320 9.05815
C 2.55221 2.60123 8.57042
C 2.16638 2.06616 7.35192
H 4.77842 0.31287 6.48563
H 5.63208 1.18087 8.66688
H 4.15251 2.68245 10.01037
H 1.88414 3.24943 9.12610
H 1.18850 2.28182 6.93054
N 0.84564 -4.99519 3.77464
C 1.30766 -4.58001 2.57484
C 2.50373 -5.00645 2.02012
C 3.27732 -5.91117 2.73952
C 2.82913 -6.35582 3.97909
C 1.61759 -5.87488 4.44895
H 0.67000 -3.87190 2.05366
H 2.82452 -4.64169 1.05094
H 4.22149 -6.26706 2.33760
H 3.40894 -7.06028 4.56459
H 1.22311 -6.19474 5.40936
N 6.48505 -1.60276 9.69648
C 7.45316 -2.40275 9.19835
C 7.21297 -3.65020 8.64489
C 5.90086 -4.10958 8.60189
C 4.88211 -3.30938 9.10880
C 5.22085 -2.07495 9.63923
H 8.46065 -2.00140 9.25775
H 8.02914 -4.24922 8.25722
H 5.67386 -5.08289 8.17671
H 3.84945 -3.63883 9.09055
H 4.46102 -1.41225 10.04394
N -7.92392 0.79853 -4.38752
C -9.24554 0.79225 -4.66794
C -10.08277 -0.28153 -4.41069
C -9.53282 -1.42155 -3.83413
C -8.17440 -1.44616 -3.53547
C -7.41897 -0.32165 -3.82655
H -9.62663 1.70335 -5.11995
H -11.13788 -0.23039 -4.65439
H -10.15750 -2.28361 -3.61903
H -7.71540 -2.31958 -3.08634
H -6.35504 -0.29053 -3.60886
N -3.50093 -2.39207 -7.84284
C -2.53282 -3.19206 -8.34097
C -2.77302 -4.43952 -8.89443
C -4.08512 -4.89889 -8.93743
C -5.10387 -4.09870 -8.43051
C -4.76513 -2.86427 -7.90008
H -1.52533 -2.79071 -8.28156
H -1.95684 -5.03853 -9.28210
H -4.31212 -5.87221 -9.36261
H -6.13653 -4.42815 -8.44876
H -5.52496 -2.20156 -7.49537